1.
Below is a gas-phase ion, C7H15N2O (charge +1), with properties calculated with wB97M-V/def2-TZVPD.

Geometry as XYZ:
```
25
Properties=species:S:1:pos:R:3:lowdin_charge:R:1
O -2.252 -0.199 -1.387 -0.09
N 0.746 0.532 0.546 -0.11
N 1.832 -0.074 -1.631 0.28
C -0.383 -0.150 0.108 -0.46
C -0.063 -1.402 -0.832 -0.07
C 0.972 1.936 0.359 0.00
C -1.287 -0.804 1.145 0.01
C 1.671 -0.115 1.415 -0.02
C 1.079 -1.006 -1.697 -0.25
C -1.319 0.719 -0.793 -0.16
H -1.087 -1.638 -1.327 0.16
H 0.428 2.204 -0.505 0.07
H 1.390 0.072 2.405 0.10
H 1.919 -1.242 1.288 0.16
H -3.122 0.227 -1.305 0.13
H 0.263 -2.270 -0.324 0.11
H 2.591 0.441 1.348 0.10
H 2.058 2.335 0.278 0.16
H 1.038 -1.735 -2.621 0.20
H -2.150 -1.310 0.783 0.09
H 0.499 2.327 1.254 0.12
H -1.784 1.585 -0.413 0.13
H -0.856 1.055 -1.699 0.12
H -1.561 0.006 1.906 0.13
H -0.622 -1.491 1.699 0.10
```

Values from the calculation:
Highest occupied orbital energy (spin up / spin down)   -13.636 / -14.407 eV
Energy relative to the best compared isomer or geometry (same formula, charge and spin)   139.0 kcal per mole
LUMO level (spin up / spin down)   -6.419 / -4.922 eV
E_tot   -12518.635 eV
Total charge   +1

---

2.
Below is 2 unconnected molecules or ions with the total composition C11H17N4, with properties calculated with wB97M-V/def2-TZVPD.

Geometry as XYZ:
```
32
Properties=species:S:1:pos:R:3:lowdin_charge:R:1
N -2.319 0.788 1.867 0.21
N 2.398 -1.134 0.913 0.08
N -3.273 0.154 -0.147 0.07
N -1.718 -1.199 0.906 0.22
C 0.764 1.300 -1.067 -0.04
C 0.650 2.406 -0.250 -0.10
C 1.240 2.384 1.028 -0.10
C -3.458 -0.723 -1.284 -0.03
C 2.240 -1.893 -0.226 -0.05
C 1.888 0.123 0.678 -0.22
C 1.645 -1.162 -1.211 -0.23
C 1.237 -1.559 -2.596 -0.04
C 1.847 1.237 1.510 -0.03
C -2.415 -0.073 0.833 -0.43
C 1.433 0.151 -0.657 -0.15
H 0.483 -2.352 -2.526 0.08
H 2.382 1.319 2.450 0.11
H 2.686 -2.871 -0.334 0.13
H -4.486 -1.067 -1.308 0.10
H 1.220 3.184 1.757 0.10
H 0.316 3.368 -0.589 0.10
H 0.661 -0.742 -3.024 0.06
H -1.396 -1.495 1.815 0.14
H -3.179 -0.266 -2.220 0.09
H -1.364 -1.791 0.177 0.12
H 1.979 -1.823 -3.345 0.08
H -1.388 0.965 2.203 0.12
H -3.887 0.949 -0.093 0.16
H 3.026 -1.342 1.650 0.15
H -2.878 -1.647 -1.324 0.09
H 0.338 1.414 -2.059 0.11
H -2.777 1.674 1.736 0.12
```

Values from the calculation:
Highest occupied orbital energy   -10.811 eV
Energy relative to the best compared isomer or geometry (same formula, charge and spin)   7.4 kcal per mole
LUMO level   -2.720 eV
E_tot   -17637.919 eV
Total charge   +1